No. 1
{
  "formula": "C4H3IO3S",
  "method": "the ωB97M-V functional and the def2-TZVPD basis",
  "homo_energy_ev": [-9.8, -9.6],
  "max_force_ev_per_a": 3.8,
  "e_tot_ha": -1075.68162,
  "e_above_lowest_kj_mol": 166.1,
  "charge": 0,
  "species": ["C", "C", "C", "C", "O", "O", "O", "S", "I", "H", "H", "H"],
  "xyz": [[-1.430, -1.093, -0.237], [-0.302, -0.459, -0.820], [-1.358, -0.625, 1.023], [0.351, 0.321, 0.159], [1.703, 2.015, -1.230], [1.047, 2.689, 0.978], [-0.364, 0.147, 1.321], [1.534, 1.617, 0.141], [3.444, -1.671, -0.578], [-2.229, -1.813, -0.633], [-0.248, -0.389, -1.881], [-2.148, -0.739, 1.756]]
}

No. 2
{
  "formula": "C4H3LiO6",
  "method": "the ωB97M-V functional and the def2-TZVPD basis",
  "homo_energy_ev": [-5.1, -5.1],
  "max_force_ev_per_a": 3.7,
  "s2": 0.77,
  "e_tot_ha": -613.31114,
  "e_above_lowest_kj_mol": 72.3,
  "charge": -1,
  "spin_multiplicity": 2,
  "species": ["C", "C", "O", "C", "O", "O", "H", "H", "H", "O", "O", "O", "C", "Li"],
  "xyz": [[1.544, 0.772, 0.251], [1.261, -0.509, 0.686], [-0.038, -0.807, 0.967], [-0.526, -2.145, 0.922], [0.278, -3.061, 0.967], [-1.762, -2.119, 0.736], [1.075, 1.565, 0.840], [1.901, -1.369, 0.489], [2.527, 0.922, -0.198], [0.152, 1.474, -1.451], [-1.456, 2.341, -2.546], [-1.904, 1.392, -0.576], [-1.127, 1.723, -1.501], [-1.926, -0.179, 0.414]]
}

No. 3
{
  "formula": "C4H3MgO2",
  "method": "the ωB97M-V functional and the def2-TZVPD basis",
  "homo_energy_ev": [-16.8, -16.8],
  "max_force_ev_per_a": 3.7,
  "s2": 0.78,
  "e_tot_ha": -503.87528,
  "charge": 2,
  "spin_multiplicity": 2,
  "species": ["C", "C", "C", "C", "H", "H", "O", "H", "O", "Mg"],
  "xyz": [[-2.258, -0.233, -0.114], [-1.032, -0.302, -0.140], [0.325, -0.296, -0.252], [1.244, 0.658, 0.138], [1.462, -1.156, 0.059], [1.259, 1.659, -0.304], [-3.525, -0.109, -0.183], [-3.954, -0.021, 0.684], [2.347, -0.053, 0.405], [4.132, -0.147, -0.295]]
}

Copy entry 2 word for word.
{
  "formula": "C4H3LiO6",
  "method": "the ωB97M-V functional and the def2-TZVPD basis",
  "homo_energy_ev": [-5.1, -5.1],
  "max_force_ev_per_a": 3.7,
  "s2": 0.77,
  "e_tot_ha": -613.31114,
  "e_above_lowest_kj_mol": 72.3,
  "charge": -1,
  "spin_multiplicity": 2,
  "species": ["C", "C", "O", "C", "O", "O", "H", "H", "H", "O", "O", "O", "C", "Li"],
  "xyz": [[1.544, 0.772, 0.251], [1.261, -0.509, 0.686], [-0.038, -0.807, 0.967], [-0.526, -2.145, 0.922], [0.278, -3.061, 0.967], [-1.762, -2.119, 0.736], [1.075, 1.565, 0.840], [1.901, -1.369, 0.489], [2.527, 0.922, -0.198], [0.152, 1.474, -1.451], [-1.456, 2.341, -2.546], [-1.904, 1.392, -0.576], [-1.127, 1.723, -1.501], [-1.926, -0.179, 0.414]]
}